1.
Computed, not measured: C5H6O in the gas phase, with ωB97M-V/def2-TZVPD.

For the HOMO-LUMO gap, the calculation gives 10.52 eV. As for the energy: -7327.6544 eV. For the HOMO energy, the calculation gives -9.56 eV. As for the energy above the lowest of the compared OMol25 structures with the same formula, charge and spin: 157.3 kJ/mol.

```
12
Properties=species:S:1:pos:R:3:forces:R:3
O -0.7484 2.2840 -0.4805 0.0 -0.5 0.3
C -0.5835 1.1437 -0.1448 -0.1 0.3 0.0
C -1.2106 -0.1951 -0.5239 0.0 -0.1 -0.2
C 0.0194 -0.8807 0.0979 -0.2 -0.2 0.3
C 1.3691 -0.2637 -0.1448 0.1 0.0 -0.1
C 0.4042 0.4353 0.7655 0.1 0.2 0.4
H -2.0124 -0.3071 0.2249 0.0 -0.1 -0.3
H -1.6041 -0.4114 -1.5197 0.2 0.1 0.0
H -0.0295 -1.8499 0.5813 -0.1 0.2 0.0
H 1.6875 0.1997 -1.0764 -0.2 -0.1 0.1
H 2.1733 -0.7577 0.3959 -0.1 0.0 -0.2
H 0.5350 0.6030 1.8245 0.3 0.2 -0.1
```
Positions in Å, forces in eV/Å.

What are the natural (NBO) partial charges on each atom? They are as follows, in elementary charge units: atom 1 (O): -0.510, atom 2 (C): 0.608, atom 3 (C): -0.502, atom 4 (C): -0.212, atom 5 (C): -0.399, atom 6 (C): -0.343, atom 7 (H): 0.232, atom 8 (H): 0.218, atom 9 (H): 0.221, atom 10 (H): 0.221, atom 11 (H): 0.229, atom 12 (H): 0.236


2.
Computed, not measured: 2 unconnected molecules or ions with the total composition C4H8Si at a distorted geometry, with ωB97M-V/def2-TZVPD.

For the HOMO-LUMO gap, the calculation gives 8.89 eV. As for the energy: -12150.5092 eV. For the HOMO energy, the calculation gives -8.49 eV. As for the energy above the lowest of the compared OMol25 structures with the same formula, charge and spin: 350.1 kJ/mol.

```
13
Properties=species:S:1:pos:R:3:forces:R:3
C -1.6545 1.1702 0.5337 -0.8 1.1 0.7
Si -2.1289 -0.4938 0.7469 0.7 0.1 -0.3
H -0.6751 1.5092 0.1271 -0.7 -1.0 0.4
H -2.2025 2.1238 0.8712 0.3 -1.9 -0.6
H -3.4392 -1.2412 1.0621 0.8 1.0 0.0
H -1.0595 -1.5493 0.5195 -0.6 0.6 0.0
C 1.7205 1.4469 -0.1905 0.1 -2.5 -0.1
C 1.6849 0.2524 -0.3744 0.5 1.0 -0.4
C 1.5376 -1.1492 -0.7627 -0.2 1.9 -1.7
H 1.7417 2.3978 0.2077 0.1 1.4 0.3
H 0.6226 -1.1693 -1.3345 -0.7 -0.6 0.3
H 2.2560 -1.5291 -1.4605 0.9 0.3 -0.4
H 1.5963 -1.7684 0.0545 -0.5 -1.5 1.9
```
Positions in Å, forces in eV/Å.

What are the natural (NBO) partial charges on each atom? They are as follows, in elementary charge units: atom 1 (C): -1.111, atom 2 (Si): 0.925, atom 3 (H): 0.252, atom 4 (H): 0.240, atom 5 (H): -0.135, atom 6 (H): -0.174, atom 7 (C): -0.275, atom 8 (C): 0.026, atom 9 (C): -0.689, atom 10 (H): 0.228, atom 11 (H): 0.243, atom 12 (H): 0.237, atom 13 (H): 0.235